Record 1
Computed, not measured: a structure of composition C54H45EuF3I2N6O7S2Te2, with wB97M-V/def2-TZVPD.

Computed properties:
HOMO-LUMO gap (spin up / spin down) = 4.156 / 5.798 eV
Spin multiplicity = 8
F_max = 0.0756 hartree/bohr
E_tot = -5877.78362 hartree
Charge = -2

Positions of all 122 atoms, in Å:
Eu1 0.710 0.699 0.085
I1 3.793 0.627 -3.363
C1 3.987 -1.023 -2.026
C2 5.190 -1.760 -2.058
C3 5.553 -2.636 -0.998
I2 7.041 -4.063 -1.455
C4 4.816 -2.729 0.192
C5 5.164 -3.459 1.351
C6 4.154 -3.777 2.289
C7 2.900 -3.117 2.157
N1 2.531 -2.470 1.076
C8 3.421 -2.321 0.077
C9 3.000 -1.407 -1.034
O1 1.767 -1.004 -1.107
H1 5.860 -1.736 -2.923
H2 6.151 -3.894 1.497
H3 4.300 -4.612 2.983
H4 2.191 -3.149 2.997
C10 -5.450 0.958 3.336
C11 -4.466 0.322 2.432
C12 -4.239 0.743 1.149
C13 -3.235 0.073 0.343
C14 -3.000 0.341 -1.098
O2 -1.877 0.567 -1.588
C15 -4.317 0.185 -1.837
C16 -4.225 0.439 -3.182
C17 -5.222 0.147 -4.008
C18 -6.351 -0.542 -3.613
C19 -6.570 -0.579 -2.248
C20 -5.564 -0.193 -1.335
C21 -2.263 -0.595 1.097
O3 -1.054 -0.698 0.750
C22 -2.651 -1.208 2.356
C23 -3.753 -0.746 3.000
C24 -1.791 -2.335 2.967
N2 -1.455 -3.410 2.350
C25 -1.958 -3.803 1.037
C26 -0.845 -4.388 0.280
Te1 -1.362 -5.613 -1.390
C27 0.620 -5.267 -2.051
C28 0.773 -4.723 -3.321
C29 1.968 -4.936 -3.966
C30 3.024 -5.553 -3.316
C31 2.992 -5.890 -1.978
C32 1.705 -5.851 -1.370
C33 -1.241 -2.034 4.319
C34 -0.767 -3.133 5.051
C35 -0.181 -2.857 6.294
C36 0.041 -1.532 6.722
C37 -0.391 -0.486 5.908
C38 -1.000 -0.727 4.687
H5 -5.978 0.216 3.992
H6 -6.334 1.466 2.831
H7 -4.878 1.637 3.974
H8 -4.830 1.612 0.735
H9 -3.389 0.924 -3.662
H10 -5.088 0.337 -5.084
H11 -6.999 -0.980 -4.358
H12 -7.472 -1.038 -1.790
H13 -5.739 -0.279 -0.235
H14 -4.017 -1.186 3.931
H15 -2.322 -2.964 0.386
H16 -2.809 -4.418 1.146
H17 -0.208 -4.899 0.988
H18 -0.098 -3.657 -0.174
H19 0.093 -4.032 -3.769
H20 2.177 -4.666 -5.009
H21 3.967 -5.659 -3.832
H22 3.824 -6.349 -1.398
H23 1.436 -6.252 -0.390
H24 -0.822 -4.130 4.525
H25 0.140 -3.636 7.012
H26 0.531 -1.429 7.687
H27 -0.080 0.580 6.091
H28 -1.158 0.197 4.036
O4 0.552 1.021 -2.295
H29 -0.353 0.790 -2.483
H30 1.175 0.365 -2.644
C39 6.074 1.446 5.042
Te2 4.840 -0.259 4.784
C40 5.941 -1.493 6.112
H31 5.616 2.122 5.806
H32 5.990 1.983 4.090
H33 7.116 1.114 5.204
H34 6.527 -2.151 5.457
H35 5.259 -2.005 6.782
H36 6.624 -0.830 6.665
S1 -0.201 2.916 4.841
C41 0.085 2.207 3.406
N3 0.298 1.736 2.338
F1 3.559 2.325 3.080
C42 3.791 3.263 2.128
F2 4.676 4.127 2.652
F3 2.629 3.889 1.938
S2 4.175 2.183 0.568
O5 5.321 1.366 0.829
O6 4.207 2.984 -0.645
O7 2.927 1.301 0.597
N4 -2.870 4.600 -4.283
C43 -2.984 5.157 -5.614
C44 -4.031 5.156 -6.523
C45 -4.009 6.142 -7.531
C46 -3.040 7.139 -7.491
C47 -1.922 7.067 -6.633
C48 -1.888 6.108 -5.654
N5 -1.100 5.902 -4.556
C49 -1.672 5.104 -3.730
C50 -1.072 4.731 -2.438
C51 -1.781 3.821 -1.664
C52 -1.132 3.183 -0.665
N6 0.201 3.280 -0.439
C53 0.902 4.168 -1.188
C54 0.257 4.936 -2.155
H37 -3.640 4.194 -3.709
H38 -4.882 4.463 -6.437
H39 -4.664 6.131 -8.439
H40 -3.130 8.032 -8.134
H41 -1.096 7.879 -6.759
H42 -2.788 3.541 -1.913
H43 -1.669 2.621 0.136
H44 1.973 4.342 -0.869
H45 0.844 5.664 -2.710


Record 2
Computed, not measured: a structure of composition C54H46Br2ClN4O10PSrTe2, with wB97M-V/def2-TZVPD.

Computed properties:
HOMO-LUMO gap = 6.381 eV
F_max = 0.0539 hartree/bohr
E_tot = -9573.51690 hartree
Charge = -2

Positions of all 121 atoms, in Å:
Sr1 -0.178 -0.193 1.689
C1 3.811 -5.753 4.127
C2 2.836 -4.715 3.616
C3 2.411 -3.661 4.404
C4 1.487 -2.722 3.944
C5 1.164 -1.515 4.718
O1 0.971 -0.422 4.211
C6 1.019 -1.604 6.215
C7 0.540 -2.756 6.835
C8 0.324 -2.774 8.207
C9 0.587 -1.643 8.970
C10 1.056 -0.488 8.353
C11 1.257 -0.466 6.982
C12 0.861 -2.878 2.663
O2 -0.171 -2.209 2.361
C13 1.439 -3.870 1.790
C14 2.365 -4.766 2.299
C15 1.135 -3.834 0.338
N1 0.549 -2.824 -0.168
C16 0.290 -2.648 -1.586
C17 -1.224 -2.561 -1.837
Te1 -2.239 -1.537 -0.254
C18 -2.694 -3.319 0.850
C19 -3.030 -3.167 2.198
C20 -3.243 -4.264 3.019
C21 -3.160 -5.553 2.504
C22 -2.884 -5.722 1.153
C23 -2.655 -4.614 0.339
C24 1.558 -5.021 -0.492
C25 0.737 -6.146 -0.522
C26 1.059 -7.234 -1.325
C27 2.213 -7.210 -2.100
C28 3.041 -6.095 -2.065
C29 2.714 -5.006 -1.265
H1 4.057 -5.574 5.176
H2 4.747 -5.747 3.556
H3 3.389 -6.760 4.048
H4 2.842 -3.528 5.393
H5 0.319 -3.627 6.230
H6 -0.061 -3.671 8.681
H7 0.420 -1.660 10.041
H8 1.252 0.401 8.943
H9 1.597 0.432 6.478
H10 2.775 -5.524 1.637
H11 0.726 -3.421 -2.225
H12 0.742 -1.688 -1.859
H13 -1.658 -3.556 -1.937
H14 -1.428 -2.013 -2.756
H15 -3.113 -2.174 2.622
H16 -3.449 -4.107 4.073
H17 -3.304 -6.415 3.146
H18 -2.840 -6.721 0.731
H19 -2.444 -4.783 -0.712
H20 -0.166 -6.151 0.083
H21 0.410 -8.103 -1.345
H22 2.465 -8.054 -2.732
H23 3.943 -6.071 -2.665
H24 3.352 -4.128 -1.245
O3 5.208 2.303 2.674
C30 4.433 3.354 2.556
O4 4.825 4.486 2.764
C31 3.023 3.083 2.148
C32 2.054 4.035 1.932
Cl1 2.205 5.732 1.913
N2 0.911 3.399 1.561
N3 1.094 2.062 1.555
C33 2.359 1.855 1.888
C34 2.886 0.432 1.795
O5 4.107 0.260 2.044
O6 2.069 -0.429 1.411
C35 -0.292 3.975 1.029
C36 -0.929 5.025 1.670
C37 -2.032 5.614 1.071
C38 -2.515 5.125 -0.136
C39 -1.891 4.044 -0.744
C40 -0.769 3.471 -0.172
H25 4.709 1.428 2.421
H26 -0.575 5.375 2.630
H27 -2.527 6.444 1.561
H28 -3.385 5.578 -0.597
H29 -2.282 3.631 -1.668
H30 -0.278 2.623 -0.646
C41 3.552 1.330 -1.663
C42 2.545 1.293 -2.778
C43 2.950 1.451 -4.120
C44 2.018 1.420 -5.114
C45 0.659 1.212 -4.802
C46 -0.376 1.143 -5.762
Br1 -0.003 1.429 -7.620
C47 -1.661 0.874 -5.394
C48 -1.979 0.676 -4.050
Br2 -3.802 0.336 -3.622
C49 -1.047 0.743 -2.980
O7 -1.347 0.574 -1.761
C50 0.335 1.038 -3.423
N4 1.283 1.099 -2.456
H31 4.571 1.402 -2.045
H32 3.457 0.429 -1.059
H33 3.362 2.186 -1.012
H34 4.001 1.584 -4.352
H35 2.312 1.538 -6.149
H36 -2.442 0.813 -6.141
C51 -5.531 0.255 0.021
C52 -5.261 0.938 1.345
O8 -4.194 0.283 2.050
P1 -2.896 1.089 2.582
O9 -1.901 1.236 1.475
Te2 -2.152 0.174 4.596
O10 -3.511 2.588 2.798
C53 -4.352 2.929 3.908
C54 -3.938 4.273 4.469
H37 -6.440 0.674 -0.425
H38 -5.667 -0.820 0.166
H39 -4.695 0.397 -0.666
H40 -6.147 0.890 1.983
H41 -5.020 1.987 1.182
H42 -4.272 2.177 4.683
H43 -5.392 2.960 3.569
H44 -2.892 4.231 4.779
H45 -4.560 4.517 5.335
H46 -4.048 5.058 3.718


Record 3
Computed, not measured: a structure of composition C54H46BrF4MoN5O2PS2, with wB97M-V/def2-TZVPD.

Computed properties:
HOMO-LUMO gap (spin up / spin down) = 5.930 / 3.191 eV
Spin multiplicity = 3
F_max = 0.0681 hartree/bohr
E_tot = -6687.80147 hartree
Charge = +3

Positions of all 116 atoms, in Å:
Mo1 1.953 0.213 2.553
C1 5.454 -3.494 -1.831
C2 4.842 -2.861 -0.655
C3 5.653 -2.395 0.385
C4 5.066 -1.673 1.435
C5 3.658 -1.607 1.638
N1 3.114 -1.261 2.938
C6 3.496 -1.770 4.155
C7 4.313 -2.912 4.250
C8 5.038 -3.210 5.383
C9 4.573 -2.655 6.619
C10 4.990 -3.373 7.813
C11 3.688 -1.602 6.593
C12 3.006 -1.196 5.388
N2 1.999 -0.239 5.483
C13 1.601 0.353 6.641
C14 0.349 0.922 6.425
C15 0.129 0.929 5.042
N3 1.133 0.226 4.422
C16 2.876 -2.135 0.622
C17 3.466 -2.745 -0.507
N4 1.444 -1.900 0.746
C18 0.509 -2.542 -0.028
C19 -0.723 -2.002 0.219
C20 -0.520 -0.956 1.156
N5 0.807 -0.896 1.443
H1 4.599 -3.986 -2.383
H2 6.253 -4.129 -1.585
H3 5.829 -2.784 -2.581
H4 6.737 -2.502 0.222
H5 5.680 -1.268 2.280
H6 4.394 -3.550 3.292
H7 5.780 -4.037 5.427
H8 5.163 -2.711 8.652
H9 5.912 -3.953 7.594
H10 4.264 -4.126 8.169
H11 3.361 -1.197 7.603
H12 2.209 0.297 7.572
H13 -0.448 1.134 7.209
H14 -0.714 1.416 4.475
H15 2.896 -3.139 -1.306
H16 0.869 -3.258 -0.742
H17 -1.731 -2.285 -0.083
H18 -1.263 -0.425 1.670
O1 -7.901 1.021 -2.603
S1 -8.589 -0.312 -2.235
C21 -8.381 -1.385 -3.711
C22 -6.992 -1.322 -4.389
C23 -7.019 -0.232 -5.497
C24 -5.700 -0.190 -6.234
S2 -4.189 0.091 -5.145
O2 -4.168 -0.776 -3.908
C25 -2.937 -0.419 -6.282
C26 -2.651 0.432 -7.342
C27 -1.629 -0.047 -8.201
C28 -1.003 -1.270 -8.005
C29 -1.291 -2.054 -6.925
C30 -2.276 -1.611 -6.022
C31 -7.532 -1.133 -0.981
C32 -6.962 -0.276 0.036
C33 -6.339 -0.896 1.126
C34 -6.431 -2.291 1.237
C35 -6.731 -3.059 0.141
C36 -7.315 -2.469 -0.998
H19 -9.164 -1.021 -4.423
H20 -8.772 -2.408 -3.404
H21 -6.801 -2.326 -4.740
H22 -6.264 -1.115 -3.599
H23 -7.226 0.788 -5.152
H24 -7.850 -0.415 -6.203
H25 -5.658 0.654 -6.927
H26 -5.642 -1.104 -6.841
H27 -3.220 1.369 -7.539
H28 -1.249 0.620 -9.003
H29 -0.358 -1.522 -8.812
H30 -0.826 -3.071 -6.848
H31 -2.374 -2.051 -5.048
H32 -7.075 0.768 0.014
H33 -5.850 -0.330 1.892
H34 -6.287 -2.804 2.185
H35 -6.620 -4.181 0.188
H36 -7.478 -3.109 -1.844
F1 3.092 6.472 5.673
C37 2.859 5.737 4.573
C38 2.132 6.177 3.464
F2 1.569 7.385 3.406
C39 1.944 5.283 2.382
F3 1.015 5.706 1.444
C40 2.419 3.942 2.413
P1 1.968 2.592 1.340
C41 3.313 2.623 0.089
C42 3.273 1.484 -0.758
C43 4.087 1.549 -1.911
C44 4.863 2.648 -2.178
C45 5.084 3.550 -1.198
C46 4.259 3.632 -0.101
C47 0.633 3.092 0.195
C48 -0.651 2.369 0.336
C49 -1.495 2.339 -0.730
C50 -1.338 3.271 -1.773
C51 -0.173 3.994 -1.894
C52 0.863 3.876 -0.928
C53 3.250 3.625 3.514
Br1 4.182 1.885 3.449
C54 3.282 4.409 4.615
F4 4.043 3.990 5.683
H37 2.551 0.697 -0.496
H38 4.107 0.773 -2.697
H39 5.218 2.893 -3.186
H40 5.918 4.255 -1.307
H41 4.481 4.380 0.676
H42 -0.930 1.915 1.336
H43 -2.404 1.690 -0.776
H44 -2.114 3.388 -2.532
H45 0.026 4.607 -2.787
H46 1.722 4.515 -1.106


Record 4
Computed, not measured: a structure of composition C54H46N4O4TeW, with wB97M-V/def2-TZVPD.

Computed properties:
HOMO-LUMO gap (spin up / spin down) = 4.980 / 5.033 eV
F_max = 0.0455 hartree/bohr
E_tot = -2939.78799 hartree
Charge = +2

Positions of all 110 atoms, in Å:
W1 1.284 -0.404 -0.364
C1 4.668 -1.055 -2.367
C2 4.237 -1.219 -0.940
C3 3.027 -1.924 -0.685
C4 2.628 -2.186 0.670
C5 1.816 -3.408 1.076
C6 3.390 -1.575 1.692
C7 4.572 -0.892 1.446
C8 5.361 -0.359 2.594
C9 5.010 -0.773 0.121
H1 3.826 -0.741 -2.988
H2 5.034 -2.005 -2.758
H3 5.468 -0.327 -2.462
H4 2.732 -2.595 -1.490
H5 1.907 -4.189 0.326
H6 0.757 -3.199 1.238
H7 2.222 -3.808 2.004
H8 3.136 -1.784 2.725
H9 6.344 -0.019 2.284
H10 5.479 -1.127 3.357
H11 4.834 0.478 3.056
H12 5.986 -0.350 -0.069
O1 -3.464 5.256 -1.871
C10 -4.070 4.616 -1.145
O2 -4.663 3.962 -0.412
C11 -1.949 2.786 -0.880
C12 -1.037 3.091 0.051
C13 0.144 2.294 -0.176
N1 -0.007 1.063 -0.649
C14 -1.178 0.588 -1.299
C15 -2.024 1.782 -1.728
C16 -1.391 -1.959 -0.752
C17 -2.334 -2.984 -0.781
C18 -1.969 -4.254 -1.185
C19 -0.661 -4.442 -1.604
C20 0.228 -3.396 -1.463
N2 -0.086 -2.190 -0.958
C21 1.517 2.609 0.068
C22 1.937 3.912 0.351
C23 3.278 4.211 0.348
C24 4.163 3.187 0.016
C25 3.679 1.919 -0.232
N3 2.383 1.571 -0.162
H13 -1.136 3.776 0.873
H14 -2.460 1.818 -2.710
H15 -3.352 -2.779 -0.494
H16 -2.689 -5.055 -1.213
H17 -0.330 -5.382 -2.016
H18 1.241 -3.548 -1.795
H19 1.191 4.668 0.539
H20 3.630 5.208 0.552
H21 5.222 3.373 -0.054
H22 4.376 1.145 -0.501
C26 -5.240 -0.540 -2.340
C27 -3.756 -0.527 -2.101
C28 -2.951 -0.637 -3.284
C29 -1.590 -0.552 -3.505
C30 -1.126 -0.692 -4.939
O3 -1.862 -0.352 -5.830
C31 0.255 -1.177 -5.153
C32 0.704 -2.335 -4.524
C33 1.982 -2.802 -4.761
C34 2.828 -2.113 -5.618
C35 2.377 -0.974 -6.264
C36 1.091 -0.511 -6.047
C37 -0.632 -0.130 -2.557
O4 0.620 -0.289 -2.584
C38 -1.878 -0.543 -0.430
C39 -3.327 -0.466 -0.815
C40 -1.478 -0.396 1.025
N4 -0.212 -0.515 1.288
C41 0.273 -0.318 2.645
C42 1.230 0.858 2.666
Te1 1.782 1.381 4.703
C43 -0.188 2.214 4.951
C44 -1.155 1.527 5.669
C45 -2.442 2.034 5.752
C46 -2.762 3.223 5.119
C47 -1.791 3.917 4.416
C48 -0.502 3.416 4.335
C49 -2.529 -0.183 2.023
C50 -2.743 -1.102 3.051
C51 -3.780 -0.913 3.943
C52 -4.605 0.195 3.830
C53 -4.391 1.117 2.817
C54 -3.365 0.931 1.910
H23 -5.478 -0.225 -3.350
H24 -5.754 0.115 -1.643
H25 -5.632 -1.548 -2.200
H26 -3.521 -0.845 -4.183
H27 0.022 -2.884 -3.888
H28 2.318 -3.718 -4.296
H29 3.826 -2.483 -5.803
H30 3.027 -0.457 -6.952
H31 0.730 0.365 -6.562
H32 -4.055 -0.393 -0.022
H33 0.777 -1.233 2.977
H34 -0.558 -0.108 3.324
H35 0.735 1.736 2.255
H36 2.145 0.641 2.111
H37 -0.902 0.608 6.179
H38 -3.189 1.501 6.320
H39 -3.762 3.621 5.191
H40 -2.033 4.859 3.946
H41 0.263 3.972 3.809
H42 -2.115 -1.978 3.121
H43 -3.946 -1.638 4.724
H44 -5.420 0.331 4.521
H45 -5.032 1.979 2.719
H46 -3.196 1.652 1.125